Entry 1:
DFT (ωB97M-V/def2-TZVPD) results for one molecule with the formula C6H5Cl in a non-equilibrium geometry.

Relative energy (zero: lowest compared OMol25 entry of this formula, charge and spin) ... 1.614 eV
SMILES ... C#C/C(C=C)=C\Cl
Molar mass ... 112.6 g/mol
Charge ... 0
E ... -691.64892 hartree
HOMO energy ... -9.19 eV
Frontier orbital gap ... 9.1 eV

Each line ends with the Löwdin charge.
CARTESIAN COORDINATES (ANGSTROEM)
1 H 2.51623 -1.45310 -0.51658  0.046
2 C -1.82165 -0.70425 0.43701  -0.335
3 Cl -3.43863 0.08846 -0.18222  0.449
4 C 0.02149 2.48577 0.11040  0.144
5 H 0.28545 -1.92920 -0.27653  0.090
6 C -0.65434 -0.02148 0.18965  -0.303
7 H -1.83017 -1.76680 0.64360  0.069
8 H 2.26159 0.31096 -0.21022  0.103
9 C 0.52513 -0.94743 0.05269  -0.189
10 C -0.21398 1.35426 -0.02051  -0.103
11 H 0.57069 3.34398 -0.02140  0.024
12 C 1.77818 -0.76117 -0.20588  0.005

=====

Entry 2:
DFT (ωB97M-V/def2-TZVPD) results for one molecule with the formula C6H5ClS in a non-equilibrium geometry.

Relative energy (zero: lowest compared OMol25 entry of this formula, charge and spin) ... 1.662 eV
SMILES ... C=C(Cl)c1cccs1
Molar mass ... 144.6 g/mol
Charge ... 0
E ... -1089.91077 hartree
HOMO energy ... -9.04 eV
Frontier orbital gap ... 9.9 eV

Each line ends with the Löwdin charge.
CARTESIAN COORDINATES (ANGSTROEM)
1 H -0.73031 1.56288 2.78268  0.089
2 C -1.56289 1.76784 0.84067  -0.372
3 C -0.20361 -0.05275 -0.12415  -0.559
4 H 2.29215 -0.26125 -1.84049  0.107
5 C 0.16246 0.15087 1.15888  -0.164
6 C 0.55809 -1.45273 -1.11407  -0.727
7 Cl -0.53723 -2.72564 -1.25820  0.675
8 C -0.68131 1.20328 1.76500  -0.174
9 C 1.61467 -1.19753 -1.82990  -0.065
10 H -2.20970 2.60558 1.11535  0.064
11 S -1.46464 0.88472 -0.72154  0.962
12 H 1.98662 -1.95894 -2.51928  0.058
13 H 0.77569 -0.52633 1.74506  0.104

=====

Entry 3:
DFT (ωB97M-V/def2-TZVPD) results for one molecule with the formula C6H5F2NO2 in a non-equilibrium geometry.

Relative energy (zero: lowest compared OMol25 entry of this formula, charge and spin) ... 1.996 eV
SMILES ... O=[N+]([O-])[C@H]1C=CC=CC1(F)F
Molar mass ... 161.1 g/mol
Charge ... 0
E ... -636.41503 hartree
HOMO energy ... -9.61 eV
Frontier orbital gap ... 9.4 eV

Each line ends with the Löwdin charge.
CARTESIAN COORDINATES (ANGSTROEM)
1 H 0.46795 -0.00099 2.90174  0.144
2 C -0.21011 1.51465 -0.13819  -0.041
3 H 0.01259 2.05321 1.73249  0.067
4 O -2.07127 -0.18690 -0.19621  0.094
5 C 0.77774 -1.04084 1.02141  0.003
6 H -0.76256 2.43602 -0.34736  0.127
7 F 0.43819 -2.03509 -1.06453  0.168
8 C -0.09370 0.37558 -1.10155  -0.028
9 H 0.35278 0.54139 -2.04968  0.128
10 C 0.00395 1.24337 1.14006  -0.093
11 C 0.34628 -0.03032 1.75948  -0.053
12 H 1.02319 -2.15664 1.29949  0.162
13 O -1.81654 -0.65704 -2.28900  0.123
14 N -1.49402 -0.23274 -1.24102  -0.409
15 F 2.12890 -0.81834 -0.95359  0.119
16 C 0.89664 -1.00533 -0.47352  -0.512

=====

Entry 4:
DFT (ωB97M-V/def2-TZVPD) results for one molecule with the formula C6H5FN2 in a non-equilibrium geometry.

Relative energy (zero: lowest compared OMol25 entry of this formula, charge and spin) ... 0.720 eV
SMILES ... [H]\N=C/C=C\C=C(\F)C#N
Molar mass ... 124.1 g/mol
Charge ... 0
E ... -440.89293 hartree
HOMO energy ... -9.59 eV
Frontier orbital gap ... 8.8 eV

Each line ends with the Löwdin charge.
CARTESIAN COORDINATES (ANGSTROEM)
1 H 1.42073 1.88924 0.54941  0.104
2 C 0.11998 0.66539 -0.53739  -0.081
3 C -1.09455 -0.75476 2.03438  -0.267
4 N -0.02480 1.33963 3.08706  0.209
5 C 1.25858 0.86683 0.25313  -0.336
6 C -1.29876 -1.13277 0.77659  0.025
7 H 1.93012 -1.00813 0.63953  0.108
8 C -0.88280 -0.26658 -0.45431  -0.007
9 H -1.42938 -0.49720 -1.29815  0.067
10 C -0.54601 0.44406 2.58213  -0.146
11 N 2.04044 0.06596 0.80010  0.109
12 F -1.55130 -1.63875 3.00237  0.028
13 H -0.05711 1.30246 -1.29790  0.068
14 H -1.80792 -2.07160 0.56938  0.120

=====

- Which value of E does entry 4 give?
  -440.89293 hartree